Computed, not measured: C3H5O5Pb as an isolated structure, with ωB97M-V with the def2-TZVPD basis set.

## Properties
- HOMO-LUMO gap (spin up / spin down): 0.2803 / 0.2510 Ha
- Energy above the lowest of the compared OMol25 structures with the same formula, charge and spin: 0.0 kcal per mole
- Total charge: 0
- Highest occupied orbital energy (spin up / spin down): -7.640 / -8.050 eV
- <S²>: 0.786
- Strongest force on any atom: 0.1170 hartree/bohr
- Total energy: -18673.1024 eV
- Spin multiplicity: 2

Geometry (Å):
O 0.4060 -0.0952 -2.3247
C 0.0347 0.7692 -1.3595
C 0.9856 1.8152 -0.8236
O 0.9257 1.8633 0.5707
H 1.3621 -0.2839 -2.2856
H -2.4841 -1.4031 1.3000
H -1.0431 0.9695 -1.3677
H 0.7205 2.7999 -1.2620
H 2.0051 1.5760 -1.1928
Pb 0.0830 0.2683 1.3304
O -1.5951 -1.1160 1.5915
C -0.7276 -2.1700 1.9269
O 0.4347 -1.6743 2.0545
O -1.1075 -3.3188 1.8419

Computed, not measured: C28H47MnN6O4Se as an isolated structure, with ωB97M-V with the def2-TZVPD basis set.

## Properties
- HOMO-LUMO gap (spin up / spin down): 0.3013 / 0.3009 Ha
- Energy above the lowest of the compared OMol25 structures with the same formula, charge and spin: 18.8 kcal per mole
- Total charge: +1
- Highest occupied orbital energy (spin up / spin down): -10.108 / -10.116 eV
- <S²>: 8.755
- Strongest force on any atom: 0.0075 hartree/bohr
- Total energy: -143593.2873 eV
- Spin multiplicity: 6

Geometry (Å):
Mn -0.1745 0.3736 -0.5628
C -2.1019 1.8908 -3.7886
C -1.7977 0.4423 -3.4184
C -3.1286 -0.0453 -2.7128
C -3.4065 -1.3356 -1.8944
C -3.1280 -2.6217 -2.6595
C -4.8443 -1.2885 -1.4032
N -2.4516 -1.3401 -0.6692
C -2.7907 -1.1638 0.7884
C -1.5339 -0.8981 1.6677
N -0.8980 0.4275 1.4818
C -1.8621 1.4906 1.7717
C -2.7022 1.7947 0.5210
O -3.8051 2.2886 0.6399
O -2.1082 1.4820 -0.5833
C 0.4801 0.5965 2.0501
C 0.5196 0.2816 3.5435
C 1.1076 2.0175 1.8436
C 1.4053 2.7787 0.4812
C 1.1985 4.2716 0.7326
C 2.8391 2.5263 0.0380
N 0.4703 2.3279 -0.5830
C 0.5883 2.6364 -2.0423
C 0.5914 1.3719 -2.9445
N -0.4442 0.2858 -2.7305
C 0.1512 -1.0349 -3.0960
C 0.3122 -2.0593 -1.9584
O 0.4741 -3.2209 -2.2648
O 0.2066 -1.6200 -0.7338
H -3.0347 1.9175 -4.3515
H -1.3382 2.3328 -4.4245
H -2.2439 2.4943 -2.8934
H -1.7047 -0.1212 -4.3508
H -3.8291 -0.1191 -3.5488
H -3.4740 0.7840 -2.1004
H -3.7142 -2.6235 -3.5778
H -3.4222 -3.4951 -2.0740
H -2.0773 -2.7350 -2.9291
H -5.5126 -1.3441 -2.2617
H -5.0599 -0.3599 -0.8729
H -5.0680 -2.1383 -0.7564
H -1.8026 -2.1276 -0.7401
H -1.8966 -0.5306 -0.9163
H -3.2431 -2.0915 1.1340
H -3.5326 -0.3743 0.8746
H -0.7865 -1.6709 1.4771
H -1.8845 -1.0136 2.6997
H -1.3455 2.4101 2.0440
H -2.5203 1.2372 2.6066
H 1.1055 -0.1505 1.5350
H -0.1379 0.9589 4.0935
H 1.5302 0.3894 3.9355
H 0.2076 -0.7438 3.7404
H 2.0808 1.9167 2.3293
H 0.5595 2.7046 2.4925
H 1.8519 4.6258 1.5310
H 0.1662 4.4825 1.0243
H 1.4267 4.8455 -0.1671
H 3.5226 2.7806 0.8490
H 3.1084 3.1567 -0.8101
H 2.9901 1.4887 -0.2646
H -0.4542 2.6675 -0.3382
H 1.5304 3.1396 -2.2592
H -0.2132 3.3189 -2.3158
H 1.5459 0.8765 -2.7528
H 0.6121 1.6967 -3.9874
H 1.1458 -0.9095 -3.5256
H -0.4510 -1.5187 -3.8630
C 2.4339 -3.5024 0.2206
N 2.9749 -2.3326 0.8945
C 3.5376 -1.2589 0.2925
Se 3.6426 -0.8646 -1.4942
N 4.0404 -0.4765 1.2843
C 3.8117 -1.0458 2.5281
C 4.1339 -0.6501 3.8157
C 3.7236 -1.4822 4.8475
C 3.0216 -2.6634 4.5966
C 2.7091 -3.0610 3.3044
C 3.1200 -2.2286 2.2753
H 2.5447 -3.3681 -0.8511
H 1.3749 -3.6105 0.4419
H 2.9855 -4.3838 0.5469
H 4.5853 0.3442 1.0812
H 4.6888 0.2581 4.0104
H 3.9600 -1.2147 5.8682
H 2.7258 -3.2879 5.4284
H 2.1816 -3.9849 3.1094

Computed, not measured: C8H7Cl2LuMnN3O4 as an isolated structure, with ωB97M-V with the def2-TZVPD basis set.

## Properties
- HOMO-LUMO gap (spin up / spin down): 0.2973 / 0.2212 Ha
- Energy above the lowest of the compared OMol25 structures with the same formula, charge and spin: 6.9 kcal per mole
- Total charge: +4
- Highest occupied orbital energy (spin up / spin down): -23.495 / -23.493 eV
- <S²>: 6.104
- Strongest force on any atom: 0.1737 hartree/bohr
- Total energy: -111010.7397 eV
- Spin multiplicity: 5

Geometry (Å):
Lu -1.7550 -1.0036 -3.6060
Mn -0.2180 0.9606 0.7859
Cl -2.3549 -3.1649 -2.8607
Cl -0.7672 0.3631 -1.3993
C 1.3733 1.7727 1.2377
C 0.0752 -2.0410 -4.5108
C -0.2043 0.4141 -4.7642
O 2.2526 2.3734 1.7135
O 1.0301 -2.4872 -4.9945
O 0.6535 1.0230 -5.2491
C -3.2826 -0.5831 4.4848
N -2.1209 -1.0241 3.7075
C -1.5322 -2.2367 3.9669
C -0.4510 -2.6477 3.2445
C 0.0382 -1.8213 2.2280
N -0.4942 -0.5982 2.0401
C -1.5843 -0.1747 2.7855
O -2.0148 0.9794 2.5482
N 1.0446 -2.1565 1.4072
H -3.7467 0.2656 3.9899
H -2.9765 -0.2988 5.4988
H -3.9932 -1.4144 4.5591
H -2.0152 -2.8052 4.7605
H 0.0169 -3.6157 3.4228
H 1.4598 -3.0747 1.4652
H 1.2509 -1.6053 0.5739

Computed, not measured: C12H24Cl19FINO2S as an isolated structure, with ωB97M-V with the def2-TZVPD basis set.

## Properties
- HOMO-LUMO gap: 0.3316 Ha
- Total charge: 0
- Highest occupied orbital energy: -10.065 eV
- Strongest force on any atom: 0.0222 hartree/bohr
- Total energy: -277997.0635 eV

Geometry (Å):
C -2.1343 -1.1807 -7.8023
C -1.2559 -2.2751 -7.1936
Cl -2.2761 -3.6653 -6.7143
C -0.4725 -1.7143 -5.9940
N -0.1673 -2.7294 -4.9574
I 1.1917 -4.1278 -5.6610
S 0.2672 -2.0456 -3.5201
O 1.2740 -2.7877 -2.8478
O -0.9095 -1.6125 -2.8531
F 0.9808 -0.7039 -3.9933
H -2.3184 -1.3691 -8.8581
H -1.6474 -0.2084 -7.7006
H -3.0838 -1.1416 -7.2689
H -0.5627 -2.6603 -7.9401
H 0.4490 -1.2661 -6.3650
H -1.0865 -0.9484 -5.5124
C 3.1451 -0.2291 -1.4971
Cl 3.5382 0.9751 -0.2608
Cl 4.3592 -0.2989 -2.7774
H 3.0889 -1.2033 -1.0250
H 2.1956 0.0413 -1.9416
C 1.1611 -1.0377 1.6956
Cl 2.4359 -1.8720 2.5892
Cl -0.0458 -0.3075 2.7650
H 1.6225 -0.2470 1.1157
H 0.6576 -1.7587 1.0622
C -0.6566 -0.4955 6.6525
Cl -2.2641 0.1990 6.9142
Cl 0.5280 0.1267 7.8062
H -0.7273 -1.5693 6.7748
H -0.3329 -0.2381 5.6519
C -2.5296 2.8869 9.5824
Cl -1.4031 4.2095 9.2353
Cl -4.1568 3.4736 9.9388
H -2.5738 2.2457 8.7117
H -2.1613 2.3460 10.4454
C -0.8384 7.1722 11.3149
Cl 0.2828 8.5068 10.9913
Cl -2.4744 7.7413 11.6497
H -0.8703 6.5333 10.4428
H -0.4779 6.6314 12.1814
C 0.1033 -7.6913 -8.5350
Cl -1.5321 -7.0637 -8.3393
Cl 1.3290 -6.4260 -8.3237
H 0.2750 -8.4540 -7.7853
H 0.2077 -8.0896 -9.5367
C 1.9948 1.5073 -6.4381
Cl 3.3977 2.3578 -7.0799
Cl 0.9420 0.8858 -7.7281
H 2.3407 0.6671 -5.8466
H 1.4139 2.1965 -5.8374
C 3.0237 10.6743 10.5088
Cl 3.5297 11.7452 11.8210
Cl 4.1939 10.6351 9.1840
H 2.9253 9.6717 10.9059
H 2.0797 11.0357 10.1188
C -3.3056 -7.3806 -4.2859
Cl -2.7750 -8.9570 -4.8908
Cl -2.0298 -6.1634 -4.3736
H -4.1364 -7.0468 -4.8957
H -3.6012 -7.4961 -3.2503

Computed, not measured: a 2-piece molecular cluster, C5H11NO2 overall, with ωB97M-V with the def2-TZVPD basis set.

## Properties
- HOMO-LUMO gap: 0.3261 Ha
- Structure (SMILES): C=C(C)N.CC(=O)O
- Energy above the lowest of the compared OMol25 structures with the same formula, charge and spin: 26.8 kcal per mole
- Total charge: 0
- Highest occupied orbital energy: -8.242 eV
- Strongest force on any atom: 0.0513 hartree/bohr
- Total energy: -10948.1034 eV

Geometry (Å):
C 1.9738 -2.0427 -0.0406
C 1.0782 -1.1358 0.7846
C 0.0544 -1.6530 1.5109
N 1.2991 0.2194 0.5203
H 3.0786 -1.9291 0.1307
H 1.8625 -1.8112 -1.0857
H 1.6965 -3.1382 0.0342
H -0.6199 -0.9951 2.0742
H -0.1904 -2.7138 1.4868
H 1.2451 0.3855 -0.4555
H 0.6359 0.8552 1.0017
O -0.1322 1.4160 -1.7940
C -0.9623 1.8194 -0.9908
O -0.8101 2.9837 -0.2588
C -2.3082 1.2330 -0.6930
H 0.1106 3.3380 -0.4005
H -2.9991 1.9809 -0.5057
H -2.3537 0.6066 0.2138
H -2.6587 0.5811 -1.5326

Computed, not measured: an isolated ion of composition C18H34N3O2 and charge +1, with ωB97M-V with the def2-TZVPD basis set.

## Properties
- HOMO-LUMO gap: 0.3433 Ha
- Structure (SMILES): CCCCOCCC[NH2+]Cc1cccn1CCN1CCOCC1
- Energy above the lowest of the compared OMol25 structures with the same formula, charge and spin: 4.3 kcal per mole
- Total charge: +1
- Highest occupied orbital energy: -11.316 eV
- Strongest force on any atom: 0.0125 hartree/bohr
- Total energy: -27776.8464 eV

Geometry (Å):
C 5.5460 0.8036 -2.1105
C 5.5446 1.2434 -0.6511
C 4.1430 1.3500 -0.0485
C 3.4744 -0.0151 0.1067
H 4.0773 -0.6586 0.7594
H 3.3706 -0.5019 -0.8650
O 2.1468 0.0547 0.6081
C 2.0187 0.3903 1.9825
C 0.6182 -0.0045 2.4536
H 0.5485 0.1691 3.5263
C -0.4636 0.7970 1.7384
N -0.4732 0.4449 0.2995
H -1.1155 -0.3999 0.1137
C -0.8936 1.5621 -0.5909
C -2.2783 2.0019 -0.2868
C -2.6907 3.0545 0.4965
C -4.0948 3.0446 0.5117
C -4.4926 1.9868 -0.2581
N -3.3944 1.3521 -0.7464
C -3.4533 0.1826 -1.5799
H -4.3653 0.2453 -2.1786
H -2.6051 0.1723 -2.2677
C -3.5091 -1.1180 -0.7613
N -2.1928 -1.5974 -0.3363
C -1.5010 -2.3245 -1.4049
H -1.5059 -1.7301 -2.3187
C -0.0499 -2.5961 -0.9582
H 0.6464 -1.8600 -1.3646
O 0.0673 -2.4946 0.4447
C -0.9766 -3.1928 1.0845
H -0.7391 -3.2124 2.1485
H -1.0120 -4.2271 0.7208
C -2.3209 -2.4802 0.8318
H -2.5987 -1.8622 1.6892
H -3.1099 -3.2275 0.6768
H 0.2628 -3.5931 -1.2953
H -2.0205 -3.2689 -1.6194
H -4.1062 -0.9258 0.1337
H -4.0232 -1.8909 -1.3476
H -5.4797 1.6493 -0.5033
H -4.7323 3.7361 1.0226
H -2.0555 3.7646 0.9872
H -0.2121 2.4017 -0.4406
H -0.7951 1.2207 -1.6239
H 0.5084 0.1687 0.0913
H -0.2539 1.8647 1.8343
H -1.4476 0.6082 2.1691
H 0.4788 -1.0668 2.2571
H 2.1805 1.4668 2.1293
H 2.7709 -0.1531 2.5661
H 3.5194 1.9846 -0.6832
H 4.2198 1.8234 0.9326
H 6.1390 0.5452 -0.0586
H 6.0195 2.2233 -0.5799
H 4.9205 1.4618 -2.7097
H 5.1844 -0.2157 -2.2197
H 6.5567 0.8432 -2.5072